[1]
The following is a DFT calculation (ωB97M-V with the def2-TZVPD basis set) of a cluster of 2 separate species, C32H54ClSi in total at a distorted geometry.

Positions of all 88 atoms, in Å:
C (-7.45380, 0.80154, 3.64713)
C (-6.23090, 0.62678, 4.54361)
C (-4.90281, 0.44978, 3.79190)
C (-4.49205, 1.65424, 2.94540)
C (-3.20205, 1.45784, 2.11958)
C (-1.93349, 1.28103, 2.95251)
Si (-0.36279, 0.93378, 1.94967)
C (0.99909, 0.62671, 3.22820)
C (1.10694, 1.66928, 4.34618)
C (2.29715, 1.45892, 5.30460)
C (3.67034, 1.31311, 4.62999)
C (4.05273, 2.47672, 3.71933)
C (5.37644, 2.24499, 2.99966)
C (-0.61803, -0.66115, 0.97725)
C (-0.94953, -1.93566, 1.78199)
C (0.13846, -3.00716, 1.65695)
C (-0.17503, -4.25976, 2.46456)
C (0.90397, -5.33034, 2.31378)
C (0.60741, -6.57479, 3.13739)
C (0.12411, 2.31392, 0.73356)
C (0.38209, 1.84991, -0.68099)
C (0.17738, 2.61188, -1.79496)
H (-8.36360, 0.84630, 4.25486)
H (-7.39164, 1.72896, 3.07297)
H (-7.56195, -0.03208, 2.94798)
H (-6.14409, 1.49301, 5.21272)
H (-6.37110, -0.25162, 5.18830)
H (-4.11538, 0.24701, 4.52952)
H (-4.96996, -0.43924, 3.14713)
H (-5.30790, 1.90398, 2.25183)
H (-4.36486, 2.52170, 3.60709)
H (-3.33616, 0.58777, 1.45522)
H (-3.09243, 2.33430, 1.46279)
H (-1.75754, 2.16508, 3.57978)
H (-2.05736, 0.43989, 3.64527)
H (0.83372, -0.36466, 3.66543)
H (1.93510, 0.56346, 2.66702)
H (1.17459, 2.67994, 3.91226)
H (0.18669, 1.66452, 4.95316)
H (2.33141, 2.30213, 6.00570)
H (2.12033, 0.55780, 5.90501)
H (4.43278, 1.21628, 5.41615)
H (3.69814, 0.37990, 4.05296)
H (3.25569, 2.64433, 2.97910)
H (4.11210, 3.39597, 4.31861)
H (5.61697, 3.10607, 2.36663)
H (6.19838, 2.10505, 3.70958)
H (5.32260, 1.35850, 2.35634)
H (-1.42777, -0.45038, 0.26656)
H (0.29381, -0.80862, 0.39133)
H (-1.09136, -1.71366, 2.85377)
H (-1.90620, -2.36074, 1.43665)
H (0.27055, -3.28445, 0.60115)
H (1.09847, -2.58605, 1.99266)
H (-0.28510, -3.99712, 3.52754)
H (-1.13895, -4.67365, 2.13622)
H (0.98460, -5.59243, 1.24939)
H (1.87419, -4.90391, 2.60881)
H (1.39042, -7.32045, 2.98699)
H (0.56368, -6.33844, 4.20244)
H (-0.34594, -7.01898, 2.84404)
H (-0.71873, 3.03866, 0.74801)
H (1.00568, 2.84200, 1.15559)
H (0.80520, 0.83554, -0.79038)
H (-0.32578, 2.10957, -2.64039)
H (0.12807, 3.70892, -1.71255)
Cl (-0.52828, -3.41318, -4.18914)
C (0.07943, -1.81288, -4.15550)
C (1.35801, -1.56290, -3.63546)
C (1.81835, -0.25583, -3.54251)
C (1.04840, 0.81257, -4.02789)
C (1.47664, 2.18578, -3.79493)
C (0.88808, 3.32251, -4.61486)
C (1.96597, 4.45134, -4.58729)
C (3.10928, 3.81816, -3.82323)
C (2.82012, 2.52638, -3.44273)
C (-0.23462, 0.54305, -4.58757)
C (-0.70745, -0.76819, -4.66728)
H (1.98147, -2.39100, -3.32112)
H (2.83506, -0.05986, -3.18814)
H (0.78173, 3.00666, -5.66948)
H (-0.10965, 3.62185, -4.26116)
H (2.22127, 4.67831, -5.63980)
H (1.61600, 5.38217, -4.12421)
H (4.07489, 4.32335, -3.72964)
H (3.44891, 1.89387, -2.81229)
H (-0.82107, 1.34943, -5.04779)
H (-1.66812, -0.98492, -5.13530)

Cartesian forces, eV/Å:
C -0.0107 0.0454 0.1441
C 0.2164 -0.0756 0.0600
C 0.0634 -0.0546 -0.0239
C -0.0098 0.0445 -0.1727
C -0.4065 0.0631 0.0035
C 0.2166 0.2853 -0.3869
Si -0.1833 -1.0464 1.2015
C -0.1402 0.2003 -0.2820
C 0.0881 0.1732 0.1926
C 0.0636 -0.0476 -0.1246
C -0.1255 0.0373 0.0885
C -0.1247 0.0258 0.0966
C -0.0369 0.1560 -0.1271
C -0.2136 0.3250 -0.0553
C -0.0053 -0.0637 0.0841
C -0.1142 0.1191 0.1199
C 0.1083 -0.0416 0.0013
C -0.0736 0.1866 -0.0291
C 0.1972 -0.0424 -0.1143
C 0.1015 0.6892 -0.2141
C 0.4560 0.4125 0.0701
C -0.7400 -0.3635 0.4211
H 0.1064 0.0150 -0.1335
H -0.0709 -0.0850 -0.0039
H 0.0383 0.0418 0.0145
H -0.0247 -0.1088 -0.0513
H -0.0157 0.1840 -0.0950
H -0.1104 -0.0399 -0.0996
H 0.0135 0.0861 0.0669
H 0.1756 -0.0263 0.1299
H -0.0075 -0.0325 -0.0919
H -0.0031 0.1674 0.1398
H 0.0101 -0.1605 0.0536
H -0.1073 -0.0491 -0.0251
H 0.1523 0.0154 -0.0576
H 0.0113 -0.0243 -0.0527
H 0.1971 -0.0521 0.0581
H -0.0296 -0.1634 0.0694
H 0.2266 0.0099 -0.2358
H -0.0284 -0.0983 -0.0549
H -0.0451 0.1117 -0.0480
H -0.1211 -0.0506 -0.1642
H 0.0285 0.0714 0.0661
H 0.1550 -0.0199 0.0856
H -0.0330 -0.1079 -0.1049
H 0.0787 -0.1463 0.0654
H -0.1125 -0.0081 -0.1035
H 0.0427 0.0870 0.1195
H 0.1634 -0.0661 -0.1472
H -0.0417 -0.2336 -0.1243
H 0.0200 -0.0297 -0.2565
H 0.2648 0.1458 0.1102
H -0.0392 0.1001 0.0903
H -0.1079 -0.0485 -0.0565
H -0.0150 -0.0411 -0.1690
H 0.0884 0.0684 0.0861
H 0.0460 -0.0054 0.1583
H -0.1479 -0.1041 -0.0586
H -0.0863 -0.0473 0.0840
H -0.0254 -0.0231 -0.0240
H 0.0167 -0.0005 0.0385
H 0.6179 -0.1664 -0.2327
H -0.2768 -0.2700 -0.1134
H -0.8252 0.2529 -0.1997
H 0.8442 0.5171 0.4646
H -0.5816 -0.5319 0.0254
Cl 0.0334 -0.0413 -0.0394
C 0.3085 0.5862 0.0364
C -0.2730 0.1265 -0.0884
C 0.1724 -0.1512 -0.4384
C -0.9251 -0.0539 0.7234
C 0.3174 -0.3528 -2.0447
C 0.2166 0.3787 0.0604
C -0.3282 -0.6401 0.1422
C -0.5519 -0.9072 -0.6408
C 0.3140 1.5506 0.9695
C 0.4613 -0.5040 -0.3270
C 0.2953 0.5450 0.0766
H -0.1084 0.0518 0.0531
H -0.4942 -0.2291 0.0547
H -0.0788 -0.1799 0.5549
H 0.3984 0.0325 -0.1637
H 0.2494 0.1104 0.5940
H 0.1531 -0.1557 -0.0485
H -0.3333 -0.2982 0.1924
H -0.0574 0.2886 -0.4819
H 0.1861 -0.3602 0.4246
H 0.2771 0.0420 0.2148

Max |F|   2.099 eV Å⁻¹
Kohn-Sham gap   6.498 eV
E_LUMO   -5.26 eV
Net charge   +1



[2]
The following is a DFT calculation (ωB97M-V with the def2-TZVPD basis set) of a structure of composition C32H54N3OP2PdS at a distorted geometry.

Positions of all 94 atoms, in Å:
C (-1.84171, -2.49132, 0.36725)
C (-0.00634, -2.87442, -1.02479)
C (-2.26077, -3.81063, 0.23175)
C (-0.57350, -4.13563, -1.42469)
C (-1.64763, -4.64481, -0.70030)
H (-3.09947, -4.10711, 0.83494)
H (-0.01323, -4.71832, -2.17624)
H (-2.00702, -5.66506, -0.87211)
N (-0.71491, -2.06374, -0.18418)
P (-2.38332, 0.24618, 0.66866)
P (2.08476, -1.10496, -0.66259)
C (-2.66531, -1.46923, 1.13957)
H (-3.72056, -1.70864, 0.99613)
H (-2.41772, -1.62490, 2.19620)
C (0.20897, 1.85882, 0.32206)
O (0.34959, 3.00171, 0.33035)
C (1.33478, -2.55729, -1.35260)
H (1.62981, -2.96082, -2.31255)
C (3.23082, -0.06937, -1.88591)
C (3.20411, -2.36717, 0.31612)
C (-3.54559, 0.45343, -0.82065)
C (-2.97500, 1.29871, 2.12968)
C (2.64845, 1.33548, -2.07692)
H (2.62078, 1.89194, -1.13359)
H (3.30610, 1.88807, -2.76675)
H (1.64268, 1.29882, -2.50025)
C (4.63851, 0.12319, -1.30837)
H (4.59615, 0.58251, -0.31218)
H (5.22349, -0.80139, -1.26455)
H (5.18344, 0.81908, -1.96672)
C (3.28228, -0.77992, -3.23401)
H (3.91593, -0.19609, -3.92251)
H (3.69722, -1.79641, -3.16768)
H (2.28327, -0.81756, -3.68347)
C (4.05970, -1.60634, 1.31699)
H (3.50048, -0.77089, 1.74985)
H (4.33118, -2.27512, 2.14479)
H (4.98722, -1.22503, 0.87850)
C (2.30275, -3.34755, 1.07558)
H (1.58213, -2.81802, 1.70165)
H (1.75070, -3.99402, 0.38907)
H (2.90583, -4.01447, 1.70468)
C (4.04869, -3.16338, -0.70863)
H (3.46817, -3.44374, -1.59985)
H (4.94873, -2.63180, -1.04720)
H (4.36808, -4.11391, -0.24821)
C (-3.05085, 2.76708, 1.66668)
H (-3.28260, 3.39735, 2.54028)
H (-2.09195, 3.11681, 1.25876)
H (-3.83752, 2.94212, 0.92173)
C (-1.96984, 1.21690, 3.28619)
H (-1.90477, 0.20461, 3.70198)
H (-0.96769, 1.53957, 2.98922)
H (-2.30774, 1.88100, 4.09858)
C (-4.33155, 0.82950, 2.68603)
H (-4.35117, -0.25053, 2.88346)
H (-4.49687, 1.34048, 3.64690)
H (-5.17985, 1.08177, 2.04268)
C (-3.48988, -0.79530, -1.70557)
H (-3.90860, -1.67786, -1.20561)
H (-4.09669, -0.61966, -2.60660)
H (-2.46555, -1.00601, -2.02994)
C (-3.04943, 1.66379, -1.62350)
H (-2.06090, 1.46891, -2.05597)
H (-3.76302, 1.83599, -2.44666)
H (-2.98921, 2.57440, -1.01054)
C (-5.00890, 0.66092, -0.40999)
H (-5.37485, -0.15773, 0.22459)
H (-5.18644, 1.62588, 0.07976)
H (-5.61440, 0.65482, -1.33006)
Pd (-0.04952, -0.01685, 0.14371)
N (-0.31085, 0.20566, -2.43857)
C (-0.34595, -0.42979, -3.42022)
C (-0.36919, -1.10118, -4.72003)
C (0.51701, -2.37497, -4.81737)
C (-1.83247, -1.57757, -4.75504)
C (0.12403, 0.00388, -5.67741)
H (1.59677, -2.18761, -4.70062)
H (0.21314, -3.15443, -4.09143)
H (0.38175, -2.78736, -5.82935)
H (-2.54665, -0.78644, -4.46524)
H (-2.09621, -1.97687, -5.73369)
H (-1.93166, -2.39046, -4.00622)
H (0.62362, -0.45092, -6.53660)
H (-0.71409, 0.63544, -5.98522)
H (0.87472, 0.68686, -5.22379)
S (2.51206, 0.52884, 4.21307)
C (1.44566, -0.86176, 4.37828)
C (0.70124, -1.03228, 3.23364)
N (0.95560, -0.08806, 2.26079)
C (1.87979, 0.79442, 2.62254)
H (1.38358, -1.47039, 5.26820)
H (-0.03917, -1.79343, 3.05534)
H (2.23694, 1.58918, 1.96607)

Cartesian forces, eV/Å:
C -0.0722 0.4831 -0.1502
C -0.6072 -1.2264 0.0551
C -0.1479 0.0675 -0.1655
C 0.9706 0.4124 0.3260
C 0.0851 0.0992 -0.2912
H -0.2522 -0.3731 -0.0344
H -0.5328 0.1988 0.5097
H 0.1133 0.4455 0.0677
N 0.5616 -0.4621 -0.1237
P -2.9482 0.0190 0.2906
P 2.8776 -2.3068 -0.3714
C 0.5369 -1.2767 0.4530
H -0.0681 0.0662 0.1953
H -0.2547 0.2167 0.0756
C 1.3452 6.2427 -0.3613
O -0.5918 -3.4027 0.1190
C -2.6282 1.2985 -2.0997
H 0.5683 -0.2365 0.2140
C 0.2504 0.9271 -0.4352
C 0.3818 0.4809 0.5512
C 0.3215 0.3358 -0.4648
C 0.2746 0.5977 0.2413
C -0.2848 0.0321 -0.0078
H 0.0700 -0.0273 -0.1243
H -0.2355 -0.1942 0.2301
H 0.2282 0.1637 0.0343
C 0.0732 -0.2812 0.4954
H 0.1481 -0.0761 -0.2600
H -0.1764 0.3739 0.0155
H -0.3188 -0.1955 0.1163
C -0.3398 -0.4333 -0.0921
H -0.0917 -0.0955 0.3510
H -0.1021 0.3251 -0.0795
H 0.3381 0.0420 0.1433
C 0.4770 -0.0016 0.4396
H 0.2389 -0.1619 0.0018
H 0.0524 0.1635 -0.1876
H -0.2626 -0.0824 0.1929
C -0.3054 -0.1526 -0.1813
H 0.0679 -0.1327 0.0722
H 0.1063 -0.0205 0.2328
H 0.0210 0.3428 -0.0853
C 0.1158 -0.0812 -0.4260
H 0.3728 -0.0394 0.3822
H -0.3573 -0.2542 0.2304
H -0.0758 0.4118 0.0216
C -0.0784 0.1279 -0.0359
H 0.0703 -0.2346 -0.2649
H -0.2751 -0.0092 0.1146
H 0.2640 -0.0440 0.2512
C 0.2483 -0.1282 0.0639
H 0.0144 0.1308 -0.0344
H -0.0814 0.0068 0.0656
H 0.0790 -0.2326 -0.3400
C -0.3996 -0.2564 -0.1440
H -0.0259 0.2538 0.0454
H 0.1574 -0.1267 -0.2599
H 0.3115 -0.0911 0.2281
C 0.2197 -0.2082 0.0149
H 0.0636 0.1514 -0.1708
H 0.1450 0.0368 0.2974
H -0.2575 -0.0786 0.0681
C -0.0094 0.1949 -0.1707
H -0.3747 0.1592 0.0887
H 0.2903 0.0805 0.2759
H -0.1236 -0.2203 -0.2909
C -0.2038 0.0362 0.2918
H -0.0142 0.2583 -0.1415
H 0.0295 -0.3477 -0.1467
H 0.2573 -0.0215 0.2026
Pd 0.1600 -0.9703 0.0907
N -0.0811 -1.6015 -1.1395
C 0.9940 1.0341 2.1579
C 0.2161 -0.3257 0.6817
C 0.2536 -0.0970 0.1087
C -0.5791 -0.0774 -0.1006
C 0.0599 0.3646 -0.4210
H -0.5598 -0.0222 -0.1417
H 0.0471 0.4422 -0.3849
H -0.0596 0.1336 0.3514
H 0.3357 -0.2515 -0.3993
H -0.0231 0.0501 -0.0032
H -0.0483 0.3546 -0.4599
H -0.3601 0.1080 -0.0834
H 0.1635 -0.1324 -0.1776
H -0.4256 -0.5746 -0.0364
S -1.2878 -0.8485 -0.8630
C -0.0695 0.5937 -1.0675
C 0.9535 0.8468 0.7925
N 0.1671 0.1918 -0.2757
C -0.1915 -0.7559 0.7659
H 0.2021 0.1525 0.0661
H -0.0232 -0.0890 0.0629
H -0.0936 -0.1959 0.3511

Max |F|   6.396 eV Å⁻¹
2S+1   5
Kohn-Sham gap (spin up / spin down)   7.780 / 4.816 eV
E_LUMO (spin up / spin down)   -8.13 / -13.12 eV
Net charge   +3